Entry 1:
Here is an isolated ion of composition C9H5ClNO2 and charge +1 from OMol25. Energies are from wB97M-V/def2-TZVPD.

Structure (ORCA input):
```
! RIJCOSX wB97M-V def2-TZVPD def2/J DEFGRID3
* xyz 1 1
C 3.714 0.281 -0.035
C -2.015 -1.032 0.145
C -2.640 0.193 0.111
C -0.498 1.296 -0.115
C 0.145 0.059 -0.074
C -0.623 -1.141 0.062
C -1.881 1.369 -0.018
C 2.692 -0.677 -0.242
C 1.532 -0.060 -0.151
N 3.665 1.512 0.148
O 2.437 1.863 0.189
O 0.021 -2.299 0.092
Cl -2.663 2.887 -0.052
H -2.604 -1.934 0.238
H -3.714 0.258 0.184
H 0.106 2.187 -0.199
H 2.906 -1.708 -0.472
H -0.581 -3.055 0.188
*
```

For the max |F|, the calculation gives 4.3 eV Å⁻¹. For the highest occupied orbital energy (spin up / spin down), the calculation gives -13.25 / -13.11 eV. For the frontier orbital gap (spin up / spin down), the calculation gives 7.28 / 5.26 eV.

=====

Entry 2:
Here is one molecule with the formula C9H5NO2 from OMol25. Energies are from wB97M-V/def2-TZVPD.

Structure (ORCA input):
```
! RIJCOSX wB97M-V def2-TZVPD def2/J DEFGRID3
* xyz 0 1
O 2.701 -2.646 -0.394
C 1.727 -1.876 -0.058
C 1.072 -1.836 1.294
C 0.137 -0.879 1.717
C -0.275 0.147 0.763
N -1.390 0.813 1.125
C -2.065 1.606 0.299
C -1.603 1.722 -1.016
C -0.363 1.258 -1.494
C 0.254 0.390 -0.633
C 1.532 -0.586 -0.956
O 2.325 -0.365 -1.915
H 1.486 -2.570 2.088
H -0.105 -0.590 2.941
H -3.255 1.783 0.765
H -2.097 2.296 -1.950
H -0.082 1.334 -2.575
*
```

For the max |F|, the calculation gives 5.7 eV Å⁻¹. As for the structure (SMILES): O=C1C=Cc2ncccc2C1=O. The value obtained for the energy relative to the best compared isomer or geometry (same formula, charge and spin) is 85.38 kcal/mol. For the highest occupied orbital energy, the calculation gives -9.50 eV. For the frontier orbital gap, the calculation gives 7.60 eV.

=====

Entry 3:
Here is C9H6BrN3 as an isolated structure from OMol25. Energies are from wB97M-V/def2-TZVPD.

Structure (ORCA input):
```
! RIJCOSX wB97M-V def2-TZVPD def2/J DEFGRID3
* xyz 0 1
C -1.230 1.210 -2.212
C 1.906 -1.054 1.901
C -2.411 0.543 -2.201
C 2.956 -0.182 1.550
C 0.776 -0.608 1.220
C -1.347 -0.134 -0.414
C -0.472 -1.118 1.103
C -0.484 0.785 -1.052
C 1.221 0.708 0.536
N 2.628 0.787 0.750
N 0.731 1.121 -0.710
N -2.472 -0.294 -1.100
Br -1.251 -2.702 1.637
H -0.895 1.932 -2.927
H 1.960 -1.883 2.580
H -3.232 0.584 -2.890
H 3.973 -0.267 1.897
H 0.861 1.508 1.218
H -3.219 -0.935 -0.884
*
```

For the max |F|, the calculation gives 6.3 eV Å⁻¹. For the highest occupied orbital energy (spin up / spin down), the calculation gives -7.99 / -7.44 eV. For the frontier orbital gap (spin up / spin down), the calculation gives 7.54 / 6.19 eV.

=====

Entry 4:
Here is C9H6BrN3O2 as an isolated structure from OMol25. Energies are from wB97M-V/def2-TZVPD.

Structure (ORCA input):
```
! RIJCOSX wB97M-V def2-TZVPD def2/J DEFGRID3
* xyz 0 1
C 2.507 -1.427 -0.240
C 2.061 -1.204 1.015
C 2.133 -0.693 -1.362
C 1.046 -0.211 1.112
C 1.230 0.335 -1.300
C 0.656 0.600 -0.047
C -1.206 1.718 1.084
C -0.556 1.332 0.042
C -2.846 0.024 -0.087
N -2.499 1.746 1.404
N -3.255 0.952 0.705
N -1.860 0.022 -0.916
O -1.367 -0.799 -1.680
O -1.312 1.520 -1.103
Br -3.360 -1.716 0.184
H 3.210 -2.150 -0.339
H 2.353 -1.673 1.872
H 2.187 -1.051 -2.336
H 0.495 -0.021 1.993
H 0.976 0.950 -2.080
H -0.592 1.745 2.078
*
```

For the max |F|, the calculation gives 7.8 eV Å⁻¹. The value obtained for the energy relative to the best compared isomer or geometry (same formula, charge and spin) is 52.21 kcal/mol. For the highest occupied orbital energy (spin up / spin down), the calculation gives -9.14 / -9.14 eV. For the frontier orbital gap (spin up / spin down), the calculation gives 7.85 / 7.85 eV.

=====

Entry 5:
Here is C9H6CeN2O5 as an isolated structure from OMol25. Energies are from wB97M-V/def2-TZVPD.

Structure (ORCA input):
```
! RIJCOSX wB97M-V def2-TZVPD def2/J DEFGRID3
* xyz 3 2
O 1.202 -2.068 2.652
C 1.414 -1.714 1.578
Ce 1.766 -1.126 -0.206
O 4.298 -2.845 -0.273
C 3.346 -2.199 -0.247
C 2.118 -0.538 -1.990
O 2.330 -0.184 -3.063
C 2.780 0.342 0.479
O 3.391 1.225 0.890
C 0.751 -2.594 -0.890
O 0.141 -3.477 -1.301
C -3.253 1.711 1.195
N -2.109 1.275 0.405
C -1.829 1.644 -0.857
C -0.667 1.012 -1.237
N -0.233 0.255 -0.209
C -1.128 0.431 0.781
H -3.230 2.815 1.306
H -4.193 1.417 0.683
H -3.232 1.246 2.204
H -2.424 2.321 -1.457
H -0.173 1.098 -2.195
H -1.064 -0.046 1.751
*
```

For the max |F|, the calculation gives 19.7 eV Å⁻¹. The expectation value of S² is 0.757. The value obtained for the energy relative to the best compared isomer or geometry (same formula, charge and spin) is 530.26 kcal/mol. For the highest occupied orbital energy (spin up / spin down), the calculation gives -20.03 / -19.99 eV. For the frontier orbital gap (spin up / spin down), the calculation gives 3.42 / 2.53 eV.

=====

Entry 6:
Here is a 2-piece molecular cluster, C9H6Cl2S2 overall from OMol25. Energies are from wB97M-V/def2-TZVPD.

Structure (ORCA input):
```
! RIJCOSX wB97M-V def2-TZVPD def2/J DEFGRID3
* xyz 0 1
C 2.190 2.178 1.273
C -0.271 -2.614 -1.429
C 1.038 1.371 1.610
C -0.835 -1.323 -1.396
C 2.172 2.571 -0.038
C -0.535 -3.199 -0.222
C 0.270 1.301 0.503
C -1.548 -1.022 -0.217
C -2.091 0.299 0.033
S 0.842 2.009 -0.949
S -1.477 -2.313 0.884
Cl -2.409 1.321 -1.286
Cl -3.215 0.539 1.368
H 3.019 2.335 2.103
H 0.319 -3.020 -2.368
H 0.854 1.316 2.679
H -0.748 -0.689 -2.243
H 2.874 3.240 -0.325
H -0.447 -4.299 0.020
*
```

For the max |F|, the calculation gives 3.4 eV Å⁻¹. For the highest occupied orbital energy (spin up / spin down), the calculation gives -8.60 / -7.69 eV. For the frontier orbital gap (spin up / spin down), the calculation gives 7.71 / 7.12 eV.

=====

Entry 7:
Here is C9H6F2I2 as an isolated structure from OMol25. Energies are from wB97M-V/def2-TZVPD.

Structure (ORCA input):
```
! RIJCOSX wB97M-V def2-TZVPD def2/J DEFGRID3
* xyz 0 1
C 0.761 1.657 2.534
C 0.892 1.700 1.351
C 0.017 -0.790 -0.829
C 1.536 -0.802 -0.792
C -0.550 0.426 -0.755
C 2.277 0.282 -0.436
C 1.260 1.969 -0.012
C 0.067 1.773 -0.912
C -0.719 -2.165 -0.858
F 2.014 -2.011 -1.164
F 0.438 1.840 -2.241
I -2.638 0.632 -0.665
I 4.230 0.383 -0.261
H 0.466 1.476 3.473
H 1.997 2.765 -0.188
H -0.750 2.498 -0.760
H -1.690 -1.818 -0.505
H -0.043 -2.843 -0.164
H -0.831 -2.576 -1.831
*
```

For the max |F|, the calculation gives 4.6 eV Å⁻¹. The value obtained for the energy relative to the best compared isomer or geometry (same formula, charge and spin) is 0.00 kcal/mol. For the highest occupied orbital energy, the calculation gives -8.45 eV. For the frontier orbital gap, the calculation gives 8.62 eV.

=====

Entry 8:
Here is C9H6N4PdS7 as an isolated structure from OMol25. Energies are from wB97M-V/def2-TZVPD.

Structure (ORCA input):
```
! RIJCOSX wB97M-V def2-TZVPD def2/J DEFGRID3
* xyz -2 1
Pd -0.519 -0.452 -0.486
N 2.720 -1.957 -0.850
C 2.942 -0.665 -0.452
N 2.087 0.277 -0.629
C 2.500 1.462 -0.081
C 3.739 1.448 0.477
S 4.427 -0.138 0.335
C 1.482 2.525 -0.020
C 1.553 3.737 0.590
S -0.007 4.496 0.571
C -0.644 3.069 -0.243
N 0.248 2.186 -0.509
N -1.962 2.923 -0.590
H 1.703 -2.105 -0.945
H 3.112 -2.649 -0.228
H 4.251 2.231 1.007
H 2.388 4.195 1.092
H -2.612 3.281 0.095
H -2.137 1.923 -0.766
S -5.438 -5.578 0.840
C -4.287 -4.387 0.522
S -2.634 -4.511 0.927
C -2.053 -2.969 0.326
C -3.020 -2.190 -0.261
S -2.860 -0.625 -1.013
S -4.619 -2.913 -0.271
S -0.362 -2.613 0.564
*
```

For the max |F|, the calculation gives 0.2 eV Å⁻¹. The value obtained for the energy relative to the best compared isomer or geometry (same formula, charge and spin) is 0.71 kcal/mol. For the highest occupied orbital energy, the calculation gives 1.00 eV. For the frontier orbital gap, the calculation gives 2.89 eV.

=====

Question: Number 2 is which compound?
Answer: C9H5NO2